One molecule with the formula C11H18N2O3 in a non-equilibrium geometry. Source: the Open Molecules 2025 dataset; level of theory: ωB97M-V with the def2-TZVPD basis set.

Structure (XYZ):
```
34
Properties=species:S:1:pos:R:3:forces:R:3:mulliken_charge:R:1
C 3.479 0.609 -0.907 0.1 0.3 0.4 -1.69
C 2.943 -0.296 0.195 0.6 -0.6 -0.6 1.61
C 4.053 -1.314 0.545 -1.0 -1.0 0.0 -1.56
O 2.576 0.418 1.388 -1.6 -0.1 -0.2 -0.37
C 1.247 0.134 1.661 0.0 0.1 1.4 0.39
O 0.677 0.428 2.677 0.7 0.3 -0.5 -0.56
N 0.661 -0.635 0.660 2.5 -0.1 0.8 0.42
C -0.571 -1.352 0.866 -1.6 0.7 -0.2 -1.09
N -1.600 -0.481 0.282 -0.8 -1.3 1.5 0.18
C -2.020 0.654 1.115 -1.6 -0.6 0.0 -0.47
C -3.376 1.129 0.573 -0.5 0.1 -0.5 -0.82
C -3.334 1.525 -0.935 1.0 -1.1 1.0 -0.66
C -2.753 0.344 -1.740 -0.2 -0.2 0.5 -0.91
C -1.457 -0.193 -1.132 0.2 0.1 -0.2 -0.43
C 1.637 -0.994 -0.213 0.8 -0.9 -0.6 0.20
O 1.519 -1.804 -1.096 0.1 0.0 -0.3 -0.63
H 4.375 1.103 -0.521 -0.1 0.0 -0.2 0.42
H 3.740 0.034 -1.793 0.0 -0.2 0.1 0.37
H 2.779 1.374 -1.201 -0.4 0.3 0.0 0.39
H 4.999 -0.822 0.667 0.4 0.4 0.0 0.41
H 3.818 -1.825 1.488 0.0 0.1 -0.2 0.37
H 4.157 -2.111 -0.223 -0.2 0.7 0.3 0.32
H -0.579 -2.353 0.371 0.4 1.0 0.1 0.42
H -0.702 -1.533 1.974 -0.1 0.6 -1.2 0.41
H -1.333 1.480 1.091 0.7 0.5 0.0 0.30
H -2.220 0.380 2.189 0.7 -0.1 -1.1 0.26
H -4.112 0.307 0.721 0.4 0.5 -0.2 0.33
H -3.736 1.989 1.150 0.1 -0.1 0.1 0.38
H -2.703 2.421 -1.060 -0.3 -0.2 0.0 0.31
H -4.332 1.709 -1.278 -0.5 0.4 -0.2 0.33
H -3.473 -0.477 -1.776 -0.1 0.1 0.1 0.37
H -2.574 0.662 -2.757 0.2 0.0 -0.4 0.37
H -0.701 0.583 -1.324 0.4 0.1 0.2 0.18
H -1.082 -1.093 -1.656 -0.4 0.3 0.3 0.44
```
Positions in Å, forces in eV/Å.

Summary:
HOMO level   -8.6 eV
Net charge   0
Kohn-Sham gap   0.3409 Ha